# C52H87N9O8

A cluster of 13 separate species, C52H87N9O8 in total at a distorted geometry (ωB97M-V/def2-TZVPD, the Open Molecules 2025 dataset).

Net charge: 0
LUMO energy: -0.004 eV
E_tot: -3128.2253 hartree

Bonds (Å) are listed after each position.
Positions of all 156 atoms, in Å:
1 O -8.3957 -14.8225 -17.4676  C2 1.203
2 C -8.6551 -13.6883 -17.7718  O1 1.203, O3 1.359, C6 1.513
3 O -8.1120 -13.0822 -18.8605  C2 1.359, C4 1.426
4 C -8.5939 -11.7487 -19.0093  O3 1.426, C5 1.508, H7 1.090, H8 1.090
5 C -9.0523 -11.3401 -17.6318  C4 1.508, C6 1.555, H9 1.090, H10 1.090
6 C -9.5248 -12.6949 -17.0329  C2 1.513, C5 1.555, H11 1.090, H12 1.090
7 H -9.3521 -11.6810 -19.7894  C4 1.090
8 H -7.7845 -11.0904 -19.3247  C4 1.090
9 H -9.9153 -10.6982 -17.8090  C5 1.090
10 H -8.3025 -10.8504 -17.0105  C5 1.090
11 H -10.5878 -12.8621 -17.2066  C6 1.090
12 H -9.3668 -12.7098 -15.9545  C6 1.090
13 O -1.5353 -12.8893 -18.2382  C14 1.238
14 C -2.6403 -12.6821 -18.7555  O13 1.238, O15 1.408, C18 1.561
15 O -3.2523 -11.4149 -18.8041  C14 1.408, C16 1.359
16 C -4.5086 -11.5164 -19.3112  O15 1.359, C17 1.538, H19 1.090, H20 1.090
17 C -4.9658 -12.9844 -19.3109  C16 1.538, C18 1.538, H21 1.090, H22 1.090
18 C -3.6520 -13.7789 -19.2139  C14 1.561, C17 1.538, H23 1.090, H24 1.090
19 H -4.5263 -11.1873 -20.3502  C16 1.090
20 H -5.1811 -10.8027 -18.8352  C16 1.090
21 H -5.4976 -13.2558 -20.2228  C17 1.090
22 H -5.6355 -13.0647 -18.4546  C17 1.090
23 H -3.2912 -14.2751 -20.1148  C18 1.090
24 H -3.7029 -14.5279 -18.4236  C18 1.090
25 O -7.9716 -8.7088 -19.8934  C26 1.245
26 C -7.2489 -8.2168 -19.0070  O25 1.245, O27 1.282, C30 1.505
27 O -5.9783 -8.1388 -19.1616  C26 1.282, C28 1.419
28 C -5.3078 -7.4430 -18.1223  O27 1.419, C29 1.503, H31 1.090, H32 1.090
29 C -6.4716 -6.7996 -17.4219  C28 1.503, C30 1.431, H33 1.090, H34 1.090
30 C -7.6357 -7.5858 -17.6970  C26 1.505, C29 1.431, H35 1.090, H36 1.090
31 H -4.6290 -6.6869 -18.5169  C28 1.090
32 H -4.8435 -8.1213 -17.4064  C28 1.090
33 H -6.6528 -5.8328 -17.8915  C29 1.090
34 H -6.2739 -6.6021 -16.3683  C29 1.090
35 H -8.5692 -7.0296 -17.7817  C30 1.090
36 H -7.7070 -8.4414 -17.0255  C30 1.090
37 O -10.1878 -9.8002 -22.3525  C38 1.206
38 C -9.0781 -10.1404 -22.6787  O37 1.206, O39 1.390, C42 1.498
39 O -8.5927 -11.4381 -22.5623  C38 1.390, C40 1.460
40 C -7.1475 -11.4244 -22.7679  O39 1.460, C41 1.563, H43 1.090, H44 1.090
41 C -6.7410 -9.9221 -22.9136  C40 1.563, C42 1.517, H45 1.090, H46 1.090
42 C -8.0442 -9.2336 -23.2720  C38 1.498, C41 1.517, H47 1.090, H48 1.090
43 H -6.8273 -11.9616 -23.6606  C40 1.090
44 H -6.7263 -11.9521 -21.9123  C40 1.090
45 H -5.9261 -9.7913 -23.6256  C41 1.090
46 H -6.4509 -9.3574 -22.0276  C41 1.090
47 H -8.1616 -9.2229 -24.3556  C42 1.090
48 H -8.0752 -8.2034 -22.9172  C42 1.090
49 C -4.9698 -12.1919 -25.9764  C50 1.496, H54 1.090, H55 1.090, H56 1.090
50 C -3.5434 -12.6116 -26.1446  C49 1.496, C51 1.565, H57 1.090, H58 1.090
51 C -2.6685 -11.8856 -25.0697  C50 1.565, C52 1.474, H59 1.090, H60 1.090
52 C -3.1925 -11.8193 -23.6934  C51 1.474, N53 1.200
53 N -3.5865 -11.7577 -22.5615  C52 1.200
54 H -5.3543 -12.4667 -24.9942  C49 1.090
55 H -5.6705 -12.7003 -26.6387  C49 1.090
56 H -5.0214 -11.1074 -26.0731  C49 1.090
57 H -3.0771 -12.4651 -27.1189  C50 1.090
58 H -3.5865 -13.6804 -25.9355  C50 1.090
59 H -2.5142 -10.8515 -25.3780  C51 1.090
60 H -1.6780 -12.3342 -24.9936  C51 1.090
61 C -3.0060 -5.0513 -22.1542  C62 1.538, H66 1.090, H67 1.090, H68 1.090
62 C -3.0789 -6.3811 -21.3856  C61 1.538, C63 1.535, H69 1.090, H70 1.090
63 C -4.1952 -7.3297 -21.8439  C62 1.535, C64 1.443, H71 1.090, H72 1.090
64 C -3.9528 -7.7881 -23.1906  C63 1.443, N65 1.157
65 N -3.7696 -8.1431 -24.2763  C64 1.157
66 H -2.6648 -5.2427 -23.1715  C61 1.090
67 H -2.2562 -4.3831 -21.7305  C61 1.090
68 H -3.9898 -4.5852 -22.1004  C61 1.090
69 H -3.1354 -6.1754 -20.3166  C62 1.090
70 H -2.1023 -6.8589 -21.4635  C62 1.090
71 H -5.2073 -6.9253 -21.8252  C63 1.090
72 H -4.3319 -8.1642 -21.1560  C63 1.090
73 C -5.3442 -17.8129 -27.6707  C74 1.515, H78 1.090, H79 1.090, H80 1.090
74 C -5.6701 -17.2665 -26.2963  C73 1.515, C75 1.527, H81 1.090, H82 1.090
75 C -6.2520 -15.8609 -26.4325  C74 1.527, C76 1.475, H83 1.090, H84 1.090
76 C -6.6313 -15.2427 -25.1477  C75 1.475, N77 1.133
77 N -6.9285 -14.6650 -24.2194  C76 1.133
78 H -6.2611 -18.0226 -28.2215  C73 1.090
79 H -4.9051 -18.8083 -27.7372  C73 1.090
80 H -4.7289 -17.1057 -28.2267  C73 1.090
81 H -4.7672 -17.1774 -25.6923  C74 1.090
82 H -6.2983 -17.9759 -25.7575  C74 1.090
83 H -7.0345 -15.8557 -27.1913  C75 1.090
84 H -5.4671 -15.1784 -26.7585  C75 1.090
85 C -9.6152 -12.0182 -27.3743  C86 1.560, H90 1.090, H91 1.090, H92 1.090
86 C -9.7677 -12.3170 -25.8504  C85 1.560, C87 1.514, H93 1.090, H94 1.090
87 C -10.4780 -13.6015 -25.4787  C86 1.514, C88 1.525, H95 1.090, H96 1.090
88 C -10.0685 -14.7396 -26.4067  C87 1.525, N89 1.197
89 N -9.8424 -15.6587 -27.1394  C88 1.197
90 H -8.9665 -12.7936 -27.7818  C85 1.090
91 H -9.0760 -11.1058 -27.6291  C85 1.090
92 H -10.5868 -12.1785 -27.8418  C85 1.090
93 H -10.4056 -11.5130 -25.4831  C86 1.090
94 H -8.7732 -12.2145 -25.4162  C86 1.090
95 H -11.5638 -13.5313 -25.5441  C87 1.090
96 H -10.1207 -13.8933 -24.4911  C87 1.090
97 C -5.9147 -8.1078 -26.7160  C98 1.536, H102 1.090, H103 1.090, H104 1.090
98 C -6.7678 -8.9425 -27.6836  C97 1.536, C99 1.493, H105 1.090, H106 1.090
99 C -6.2205 -9.0872 -29.0654  C98 1.493, C100 1.489, H107 1.090, H108 1.090
100 C -5.0570 -10.0170 -29.0515  C99 1.489, N101 1.147
101 N -4.2067 -10.7871 -29.0366  C100 1.147
102 H -5.7880 -7.0897 -27.0841  C97 1.090
103 H -4.9142 -8.4954 -26.5243  C97 1.090
104 H -6.4293 -8.0627 -25.7562  C97 1.090
105 H -7.7284 -8.4382 -27.5793  C98 1.090
106 H -6.9011 -9.9560 -27.3052  C98 1.090
107 H -5.7435 -8.1624 -29.3898  C99 1.090
108 H -6.9308 -9.4226 -29.8211  C99 1.090
109 C -12.6206 -8.4797 -25.1458  C110 1.516, H114 1.090, H115 1.090, H116 1.090
110 C -13.2611 -9.6694 -24.4577  C109 1.516, C111 1.545, H117 1.090, H118 1.090
111 C -14.4064 -9.2256 -23.5212  C110 1.545, C112 1.499, H119 1.090, H120 1.090
112 C -15.5108 -8.3731 -24.0697  C111 1.499, N113 1.135
113 N -16.3637 -7.7361 -24.4636  C112 1.135
114 H -12.4014 -7.6510 -24.4726  C109 1.090
115 H -13.2599 -8.1470 -25.9636  C109 1.090
116 H -11.7337 -8.8229 -25.6784  C109 1.090
117 H -12.5114 -10.2201 -23.8896  C110 1.090
118 H -13.7222 -10.2814 -25.2329  C110 1.090
119 H -14.0124 -8.5710 -22.7437  C111 1.090
120 H -14.8199 -10.0368 -22.9220  C111 1.090
121 C -10.1388 -2.3668 -22.7296  C122 1.537, H126 1.090, H127 1.090, H128 1.090
122 C -10.6516 -3.2699 -21.5964  C121 1.537, C123 1.582, H129 1.090, H130 1.090
123 C -10.2493 -4.7985 -21.6561  C122 1.582, C124 1.465, H131 1.090, H132 1.090
124 C -8.8402 -5.1289 -21.8860  C123 1.465, N125 1.141
125 N -7.7432 -5.3531 -22.1050  C124 1.141
126 H -9.0521 -2.3324 -22.8075  C121 1.090
127 H -10.4901 -1.3469 -22.5732  C121 1.090
128 H -10.6248 -2.6389 -23.6665  C121 1.090
129 H -11.6985 -3.0291 -21.4122  C122 1.090
130 H -10.2308 -2.8732 -20.6725  C122 1.090
131 H -10.7997 -5.3862 -22.3908  C123 1.090
132 H -10.4388 -5.2478 -20.6813  C123 1.090
133 C -13.0921 -8.9519 -19.6585  C134 1.535, H138 1.090, H139 1.090, H140 1.090
134 C -12.1908 -7.8150 -20.1605  C133 1.535, C135 1.481, H141 1.090, H142 1.090
135 C -10.8400 -7.8836 -19.5572  C134 1.481, C136 1.453, H143 1.090, H144 1.090
136 C -10.8770 -7.8262 -18.1063  C135 1.453, N137 1.146
137 N -10.9194 -7.7876 -16.9617  C136 1.146
138 H -12.6978 -9.9378 -19.9046  C133 1.090
139 H -14.0836 -8.8679 -20.1035  C133 1.090
140 H -13.2689 -8.9101 -18.5837  C133 1.090
141 H -12.7108 -6.8767 -19.9676  C134 1.090
142 H -12.0586 -7.8308 -21.2424  C134 1.090
143 H -10.1083 -7.1771 -19.9490  C135 1.090
144 H -10.4955 -8.8964 -19.7662  C135 1.090
145 C -11.1059 -14.0986 -21.1620  C146 1.563, H150 1.090, H151 1.090, H152 1.090
146 C -11.6727 -12.8822 -21.9625  C145 1.563, C147 1.564, H153 1.090, H154 1.090
147 C -13.0553 -13.1846 -22.6290  C146 1.564, C148 1.500, H155 1.090, H156 1.090
148 C -13.2158 -14.5425 -23.2451  C147 1.500, N149 1.146
149 N -13.3239 -15.5995 -23.6734  C148 1.146
150 H -11.7853 -14.5560 -20.4428  C145 1.090
151 H -10.1797 -13.7648 -20.6942  C145 1.090
152 H -10.8580 -14.9145 -21.8409  C145 1.090
153 H -10.9542 -12.5114 -22.6934  C146 1.090
154 H -11.6991 -12.1337 -21.1706  C146 1.090
155 H -13.2069 -12.4381 -23.4086  C147 1.090
156 H -13.7569 -13.0158 -21.8121  C147 1.090